Below is a cluster of 14 separate species, C21H70N10O14 in total, with properties calculated with the ωB97M-V functional and the def2-TZVPD basis.

Each line ends with the Mulliken charge.
Element x y z (Å)
C (-0.94, -3.41, -2.52)  -0.069
C (-2.21, -3.32, -1.67)  0.317
O (-2.73, -4.63, -1.62)  -0.665
H (-0.53, -2.43, -2.54)  -0.462
H (-1.11, -3.74, -3.53)  0.491
H (-0.16, -4.06, -2.03)  0.108
H (-2.86, -2.59, -2.12)  0.057
H (-2.13, -3.01, -0.67)  -0.278
H (-2.42, -5.00, -0.75)  0.339
C (5.38, 0.29, 1.46)  -1.369
C (4.23, 0.92, 0.75)  0.747
O (4.11, 0.25, -0.42)  -0.624
H (5.66, 0.88, 2.37)  0.376
H (6.39, 0.31, 1.03)  0.374
H (5.21, -0.65, 1.87)  0.175
H (4.27, 2.01, 0.61)  0.392
H (3.31, 0.87, 1.37)  -0.381
H (3.39, 0.78, -0.91)  0.204
C (-4.42, -0.20, -2.81)  -1.853
C (-3.33, 0.67, -2.21)  0.627
O (-3.20, 0.42, -0.81)  -0.312
H (-4.27, -0.37, -3.85)  0.407
H (-5.43, 0.14, -2.55)  0.400
H (-4.52, -1.12, -2.32)  0.406
H (-3.71, 1.67, -2.47)  0.354
H (-2.38, 0.55, -2.83)  -0.246
H (-2.67, 1.14, -0.41)  0.002
C (-1.21, 3.28, 1.40)  1.133
C (-1.43, 4.74, 1.80)  -1.034
O (-1.22, 5.62, 0.72)  -0.517
H (-1.00, 2.66, 2.27)  0.025
H (-0.32, 3.33, 0.72)  -0.559
H (-2.07, 2.91, 0.87)  -0.181
H (-0.67, 4.96, 2.53)  0.459
H (-2.35, 5.03, 2.17)  0.399
H (-0.47, 6.18, 1.02)  0.274
C (1.31, 4.74, -1.01)  -0.562
C (1.91, 5.85, -0.08)  -0.980
O (1.54, 7.04, -0.65)  -0.540
H (0.29, 4.83, -1.18)  0.749
H (1.46, 3.77, -0.58)  -0.590
H (1.81, 4.68, -1.91)  0.780
H (3.01, 5.83, -0.27)  0.379
H (1.58, 5.66, 0.94)  0.305
H (0.61, 6.99, -0.82)  0.376
C (-0.15, 0.32, 0.63)  1.450
C (-0.24, -0.58, -0.56)  1.530
O (1.07, -0.81, -1.01)  3.212
H (0.40, -0.13, 1.50)  -1.230
H (-1.09, 0.68, 1.10)  -0.738
H (0.29, 1.25, 0.47)  -0.530
H (-0.82, -0.19, -1.39)  -0.129
H (-0.75, -1.45, -0.16)  -0.850
H (1.47, -1.38, -0.37)  -1.216
C (2.50, -1.79, 2.89)  0.204
C (3.11, -2.81, 1.95)  -0.997
O (2.76, -2.39, 0.61)  -0.812
H (2.84, -0.79, 2.64)  0.059
H (3.06, -1.91, 3.81)  0.583
H (1.44, -1.82, 2.92)  -0.728
H (2.86, -3.83, 2.10)  0.470
H (4.19, -2.68, 1.74)  0.471
H (3.38, -1.71, 0.33)  0.115
C (-0.54, 2.06, -3.58)  -0.085
O (-0.34, 2.07, -2.19)  -0.160
N (0.03, 1.21, -4.33)  -0.281
N (-1.25, 3.00, -4.14)  -0.366
H (0.87, 0.80, -3.83)  0.181
H (0.06, 1.37, -5.34)  0.236
H (-1.37, 3.88, -3.61)  0.266
H (-1.78, 2.94, -5.08)  0.237
C (2.87, 1.14, -2.95)  0.421
O (4.05, 1.52, -3.60)  -0.826
N (2.38, 1.72, -1.92)  0.863
N (2.19, 0.10, -3.27)  0.218
H (2.75, 2.70, -1.91)  0.013
H (1.45, 1.80, -1.60)  -0.888
H (2.42, -0.57, -4.02)  0.376
H (1.67, -0.35, -2.49)  -0.342
C (0.54, -5.05, 0.30)  0.395
O (1.68, -5.49, -0.36)  -0.731
N (-0.64, -5.69, 0.40)  -0.288
N (0.59, -3.92, 0.90)  0.405
H (-0.82, -6.70, 0.16)  0.201
H (-1.49, -5.31, 0.77)  0.250
H (1.51, -3.35, 0.72)  -0.306
H (-0.12, -3.53, 1.49)  0.109
C (-4.90, 1.23, 2.24)  0.510
O (-3.48, 1.32, 2.27)  -0.539
N (-5.69, 2.30, 2.23)  -0.378
N (-5.44, 0.03, 2.07)  -0.375
H (-5.29, 3.26, 2.16)  0.230
H (-6.61, 2.31, 2.23)  0.120
H (-4.84, -0.71, 1.75)  0.231
H (-6.42, -0.26, 2.30)  0.211
C (-0.06, 0.24, 4.01)  0.314
O (0.74, 1.20, 3.43)  -0.668
N (-1.23, -0.02, 3.67)  -0.047
N (0.35, -0.40, 5.10)  -0.285
H (-1.55, 0.54, 2.96)  -0.211
H (-1.93, -0.15, 4.32)  0.239
H (1.38, -0.37, 5.30)  0.331
H (-0.22, -1.12, 5.63)  0.211
C (2.23, -3.13, -2.84)  -0.596
O (2.75, -4.25, -3.36)  -0.629
H (1.84, -3.36, -1.89)  -0.162
H (1.62, -2.71, -3.57)  0.349
H (2.98, -2.33, -2.77)  0.588
H (3.58, -4.53, -2.91)  0.327
C (-1.37, -3.31, 3.06)  -1.086
O (-1.63, -2.38, 2.07)  -0.007
H (-0.39, -3.20, 3.45)  0.354
H (-1.39, -4.37, 2.69)  0.307
H (-2.18, -3.11, 3.81)  0.223
H (-1.56, -1.56, 2.52)  0.240

## Properties
Multiplicity: 1
Relative energy (zero: lowest compared OMol25 entry of this formula, charge and spin), kcal/mol: 104.3
Net charge: 0


Below is a structure of composition C21H74BaF3O19, with properties calculated with the ωB97M-V functional and the def2-TZVPD basis.

Each line ends with the Mulliken charge.
Element x y z (Å)
Ba (-0.28, -34.71, -33.83)  1.895
C (0.09, -31.97, -36.27)  1.195
O (-0.51, -30.89, -35.57)  1.139
O (-0.60, -33.07, -35.97)  -1.008
C (0.22, -31.61, -37.75)  -0.405
F (-0.83, -30.96, -38.24)  -0.363
F (1.30, -30.82, -37.92)  0.010
F (0.43, -32.69, -38.50)  -0.096
C (0.27, -29.75, -35.33)  -0.793
C (-0.49, -28.78, -34.47)  1.073
H (-1.32, -28.28, -35.01)  -0.052
H (-1.00, -29.25, -33.63)  -0.503
H (0.14, -27.95, -34.15)  -0.549
H (0.60, -29.26, -36.26)  0.114
H (1.21, -30.00, -34.81)  0.000
H (1.15, -32.05, -35.92)  -0.559
C (-3.77, -27.23, -36.28)  0.517
O (-4.90, -26.53, -35.81)  -0.560
H (-3.79, -28.28, -36.00)  -0.209
H (-3.65, -27.17, -37.37)  0.293
H (-2.90, -26.72, -35.86)  -0.253
H (-5.66, -26.78, -36.35)  0.299
C (3.45, -34.10, -34.66)  -0.485
O (2.20, -33.59, -34.11)  -0.394
H (3.35, -35.17, -34.78)  0.267
H (3.63, -33.67, -35.64)  0.077
H (4.28, -33.91, -33.98)  0.311
H (2.36, -32.68, -33.84)  0.183
C (2.60, -31.90, -41.33)  -0.183
O (3.97, -31.60, -41.43)  -0.591
H (2.01, -31.09, -40.86)  -0.014
H (2.22, -32.01, -42.34)  0.387
H (2.42, -32.82, -40.76)  0.003
H (4.32, -31.51, -40.53)  0.467
C (4.60, -31.93, -37.50)  -0.273
O (4.75, -31.27, -38.75)  -0.553
H (5.24, -31.52, -36.72)  0.331
H (3.55, -31.89, -37.18)  -0.305
H (4.80, -33.00, -37.65)  0.461
H (5.39, -30.55, -38.65)  0.259
C (1.95, -35.35, -38.16)  -0.228
O (2.69, -36.10, -37.20)  -0.530
H (1.51, -34.45, -37.72)  -0.024
H (2.64, -35.05, -38.95)  0.215
H (1.13, -35.92, -38.60)  0.403
H (2.08, -36.46, -36.55)  0.262
C (-4.32, -29.90, -32.38)  -0.373
O (-4.05, -30.09, -30.99)  -0.579
H (-5.09, -30.61, -32.69)  0.352
H (-4.74, -28.90, -32.56)  0.285
H (-3.43, -30.06, -32.99)  0.002
H (-3.35, -29.47, -30.76)  0.313
C (-1.32, -29.07, -41.18)  -0.216
O (-2.60, -28.79, -41.71)  -0.543
H (-1.38, -29.77, -40.33)  0.155
H (-0.67, -29.52, -41.92)  0.276
H (-0.84, -28.17, -40.76)  0.037
H (-2.98, -28.05, -41.23)  0.304
C (2.23, -25.61, -34.06)  0.092
O (3.35, -25.06, -33.38)  -0.579
H (2.43, -25.85, -35.11)  0.112
H (1.84, -26.48, -33.52)  -0.019
H (1.42, -24.88, -34.04)  0.038
H (4.09, -25.67, -33.47)  0.312
C (0.97, -28.03, -30.30)  -0.644
O (-0.02, -28.65, -31.12)  -0.240
H (1.54, -27.27, -30.85)  0.202
H (0.50, -27.59, -29.42)  0.264
H (1.64, -28.81, -29.94)  0.254
H (-0.44, -27.96, -31.66)  0.283
C (2.67, -28.15, -40.30)  0.134
O (3.06, -26.84, -39.88)  -0.627
H (1.59, -28.22, -40.46)  0.034
H (3.20, -28.47, -41.20)  0.416
H (2.90, -28.87, -39.51)  -0.305
H (2.95, -26.24, -40.63)  0.306
C (-1.63, -23.94, -34.55)  -0.771
O (-1.32, -25.33, -34.63)  -0.387
H (-0.74, -23.35, -34.28)  0.288
H (-2.02, -23.56, -35.49)  0.295
H (-2.38, -23.81, -33.78)  0.228
H (-0.80, -25.52, -35.44)  0.272
C (-0.64, -31.55, -32.40)  0.243
O (-0.25, -32.83, -31.83)  -0.624
H (-1.12, -30.90, -31.67)  0.333
H (0.25, -31.01, -32.75)  0.248
H (-1.29, -31.69, -33.26)  -0.389
H (0.07, -32.67, -30.94)  0.294
C (-0.70, -25.86, -38.27)  -0.620
O (-0.05, -26.04, -37.01)  -0.458
H (-1.42, -25.06, -38.15)  0.367
H (0.04, -25.59, -39.03)  0.255
H (-1.23, -26.76, -38.58)  0.088
H (0.48, -26.85, -37.02)  0.115
C (-2.84, -26.32, -31.63)  -0.710
O (-1.58, -26.62, -32.22)  -0.365
H (-3.65, -26.91, -32.08)  0.166
H (-2.78, -26.57, -30.57)  0.318
H (-3.06, -25.26, -31.70)  0.309
H (-1.52, -26.19, -33.09)  0.320
C (-4.24, -31.18, -35.90)  -0.647
O (-3.29, -31.96, -35.20)  -0.456
H (-4.95, -30.73, -35.20)  0.203
H (-3.77, -30.37, -36.46)  0.106
H (-4.84, -31.79, -36.59)  0.370
H (-2.42, -31.80, -35.58)  0.268
C (-2.89, -33.70, -38.63)  -0.248
O (-1.80, -34.55, -38.35)  -0.584
H (-3.48, -33.49, -37.73)  0.071
H (-2.56, -32.75, -39.08)  0.058
H (-3.50, -34.19, -39.38)  0.356
H (-1.29, -34.20, -37.61)  0.259
C (3.46, -28.52, -36.63)  -0.224
O (2.48, -27.61, -37.11)  -0.131
H (4.28, -27.95, -36.18)  0.441
H (2.99, -29.09, -35.83)  0.117
H (3.81, -29.19, -37.42)  -0.290
H (2.73, -27.29, -37.98)  0.239

## Properties
Multiplicity: 1
Relative energy (zero: lowest compared OMol25 entry of this formula, charge and spin), kcal/mol: 18.0
Net charge: +1


Below is a cluster of 18 separate species, C21H75BrFO19Si in total, with properties calculated with the ωB97M-V functional and the def2-TZVPD basis.

Each line ends with the Mulliken charge.
Element x y z (Å)
C (-4.24, 0.66, 2.79)  -0.793
C (-4.73, 0.79, 1.35)  -0.318
C (-4.10, 1.99, 0.61)  0.170
Br (-4.58, 1.78, -1.29)  -0.181
Si (-4.61, 3.68, 1.30)  0.606
F (-3.50, 3.99, 2.46)  -0.301
C (-4.59, 5.14, 0.08)  0.436
O (-3.83, 6.08, 0.46)  -0.659
O (-5.28, 5.12, -0.95)  -0.665
H (-5.00, 0.13, 3.37)  0.036
H (-3.31, 0.10, 2.79)  0.252
H (-4.06, 1.61, 3.30)  0.216
H (-4.38, -0.09, 0.80)  0.012
H (-5.81, 0.83, 1.24)  0.403
H (-3.02, 1.84, 0.64)  0.101
H (-5.95, 3.56, 1.92)  -0.299
C (-3.13, 9.16, -1.59)  -0.531
O (-2.77, 7.90, -2.10)  -0.506
H (-3.07, 9.89, -2.40)  0.239
H (-4.16, 9.14, -1.20)  0.247
H (-2.46, 9.47, -0.78)  0.215
H (-2.84, 7.27, -1.37)  0.304
C (0.14, 0.31, 0.91)  -0.443
O (-0.96, 0.66, 1.75)  -0.398
H (-0.18, -0.49, 0.25)  0.322
H (0.45, 1.17, 0.31)  0.160
H (0.99, -0.03, 1.51)  0.203
H (-0.66, 1.38, 2.32)  0.210
C (3.49, -1.99, 3.15)  -0.655
O (2.45, -1.48, 2.33)  -0.367
H (4.38, -1.38, 3.00)  0.236
H (3.20, -1.95, 4.20)  0.297
H (3.72, -3.02, 2.88)  0.197
H (1.68, -2.03, 2.47)  0.224
C (3.44, 0.30, -1.11)  -0.043
O (2.05, 0.39, -1.46)  -0.444
H (3.49, -0.12, -0.10)  0.053
H (3.96, -0.34, -1.80)  0.379
H (3.89, 1.29, -1.11)  -0.113
H (1.99, 0.76, -2.34)  0.223
C (-0.58, 6.35, 1.84)  -0.419
O (-0.49, 4.94, 1.61)  -0.549
H (0.43, 6.75, 1.83)  0.314
H (-1.17, 6.82, 1.05)  0.075
H (-1.05, 6.55, 2.80)  0.252
H (-1.39, 4.60, 1.62)  0.205
C (1.49, -4.12, 0.39)  -0.524
O (2.05, -4.68, 1.59)  -0.587
H (0.58, -3.58, 0.65)  0.185
H (2.20, -3.43, -0.07)  0.244
H (1.24, -4.91, -0.32)  0.345
H (2.86, -5.14, 1.33)  0.297
C (4.76, 3.71, -3.62)  -0.757
O (4.80, 3.32, -2.25)  -0.249
H (5.40, 3.04, -4.19)  0.270
H (3.74, 3.65, -4.01)  0.300
H (5.13, 4.73, -3.74)  0.320
H (4.22, 3.92, -1.76)  0.166
C (2.86, 3.60, 0.51)  -0.259
O (2.35, 4.33, 1.61)  -0.537
H (3.94, 3.47, 0.67)  0.351
H (2.40, 2.62, 0.43)  0.144
H (2.70, 4.15, -0.42)  0.081
H (1.40, 4.44, 1.46)  0.354
C (-5.18, -3.03, -0.25)  -0.788
O (-5.85, -2.28, 0.76)  -0.396
H (-4.13, -3.09, 0.03)  0.226
H (-5.59, -4.03, -0.33)  0.361
H (-5.26, -2.51, -1.21)  0.306
H (-6.78, -2.22, 0.51)  0.260
C (-3.69, -6.68, -1.31)  -0.228
O (-4.25, -5.41, -1.68)  -0.443
H (-4.32, -7.11, -0.53)  0.242
H (-3.67, -7.34, -2.17)  0.023
H (-2.68, -6.54, -0.92)  0.214
H (-3.69, -5.04, -2.36)  0.264
C (6.76, 0.06, -3.63)  -0.638
O (5.79, 0.40, -2.65)  -0.357
H (7.10, -0.95, -3.44)  0.225
H (6.33, 0.10, -4.64)  0.315
H (7.62, 0.74, -3.58)  0.226
H (5.50, 1.30, -2.83)  0.136
C (-6.41, 2.29, 5.77)  -0.551
O (-5.92, 1.00, 5.41)  -0.411
H (-6.39, 2.91, 4.87)  0.163
H (-7.43, 2.23, 6.15)  0.284
H (-5.77, 2.75, 6.53)  0.274
H (-5.93, 0.46, 6.21)  0.245
C (-8.28, -1.23, 4.12)  -0.394
O (-7.87, -1.03, 2.77)  -0.447
H (-9.19, -0.65, 4.28)  0.220
H (-8.50, -2.29, 4.29)  0.290
H (-7.51, -0.90, 4.80)  0.093
H (-7.06, -1.53, 2.63)  0.269
C (10.22, -2.42, -3.20)  -0.554
O (9.07, -2.08, -2.43)  -0.454
H (9.94, -3.22, -3.88)  0.222
H (10.56, -1.56, -3.79)  0.256
H (11.03, -2.77, -2.56)  0.260
H (9.32, -1.36, -1.84)  0.278
C (7.97, 4.12, -0.78)  -0.482
O (8.12, 2.72, -0.98)  -0.513
H (8.96, 4.56, -0.65)  0.273
H (7.49, 4.58, -1.65)  0.165
H (7.38, 4.32, 0.11)  0.242
H (7.24, 2.35, -1.09)  0.310
C (-2.36, -8.75, -5.12)  -0.560
O (-3.05, -8.03, -4.11)  -0.479
H (-1.31, -8.81, -4.82)  0.215
H (-2.76, -9.77, -5.22)  0.246
H (-2.42, -8.24, -6.08)  0.243
H (-3.98, -7.98, -4.38)  0.277
C (2.31, -7.95, -0.73)  -0.555
O (1.25, -7.59, 0.15)  -0.470
H (1.94, -8.72, -1.40)  0.239
H (2.63, -7.09, -1.33)  0.270
H (3.16, -8.34, -0.17)  0.251
H (1.58, -6.90, 0.74)  0.290

## Properties
Multiplicity: 1
Net charge: -1


| no. | gap between HOMO and LUMO (Ha) | E_tot (eV) |
| --- | --- | --- |
| 1 | 0.32047 | -66471.2484 |
| 2 | 0.26822 | -70715.2862 |
| 3 | 0.22126 | -142529.7085 |